1.
DFT (wB97M-V/def2-TZVPD) results for C47H50AsCl3N3NaO4Sb as an isolated structure.

```
110
C47H50AsCl3N3NaO4Sb (wB97M-V/def2-TZVPD)
Sb 3.06115 0.17509 0.39552
As -1.46572 -1.78049 -1.60435
Cl -2.24737 3.90281 1.36762
Cl 2.51088 -7.34717 0.79148
Cl -5.49456 -0.42025 1.07394
Na 0.07405 -0.06190 0.13092
O 1.74344 -1.68092 -1.86930
O 0.31890 -1.95663 0.44802
O 0.96025 0.03478 2.86435
O -0.60452 0.99924 1.65541
N -2.01121 1.17427 -1.05205
N -3.15141 1.22908 2.15191
N 0.39043 0.86709 -1.97420
C 1.65751 -3.65115 -0.53204
C -3.80065 -4.00039 1.17677
C -0.20929 0.16072 2.52293
C 4.36286 1.51808 1.59417
C 5.15220 -2.10147 -0.31578
C -5.22026 -3.18907 -0.58192
C -5.08139 -0.22806 4.91172
C -5.64440 3.18885 -0.59349
C 0.86333 -3.09260 0.52643
C 0.17273 -4.27219 -4.54819
C -2.54897 -0.51666 3.71395
C -2.89202 -1.43085 -2.90348
C 4.22729 -1.63929 0.78927
C -3.48529 0.40344 3.20553
C -3.99304 1.84126 1.27175
C -2.71129 -3.37907 0.58615
C -0.96688 -4.66753 -2.05943
C -1.69645 2.06301 -2.15185
C 3.93738 0.77481 -1.56401
C 1.19770 -5.17961 1.75870
C -1.23720 -0.86587 3.06270
C -5.96598 1.91088 -0.17006
C -3.69299 3.13656 0.79318
C -5.14469 -1.00441 -4.47166
C -4.49194 3.79606 -0.11854
C 5.81090 1.12194 1.83057
C -0.27265 -3.19580 -3.80571
C -0.51186 -5.75004 -2.79224
C -0.17442 2.15988 -2.29121
C -2.93285 -1.27058 4.81861
C 0.04916 -5.55652 -4.04253
C -3.89853 -0.59662 -4.92220
C -4.72654 0.55107 3.82933
C 5.34421 1.32904 -1.67086
C -2.78047 -0.79194 -4.12668
C 0.70744 -3.90997 1.68732
C -0.86494 -3.37855 -2.56103
C -4.17699 -1.14584 5.41452
C -4.15170 -1.86081 -2.46025
C -2.85908 -2.67147 -0.59502
C 2.14294 -4.96470 -0.44130
C -4.12628 -2.58492 -1.19340
C -5.14377 1.24241 0.72026
C 1.99019 -2.86372 -1.67442
C 1.90524 -5.71863 0.67626
C -5.05526 -3.89416 0.59639
C -5.27627 -1.62663 -3.24284
H -0.59717 -6.74978 -2.38657
H -5.90840 -4.36572 1.06696
H 1.05123 -5.77218 2.65066
H 6.33312 1.91444 2.37304
H 0.39501 -6.40224 -4.62055
H -4.21717 4.78825 -0.44027
H -0.67532 -1.50540 3.74686
H 6.09456 0.57098 -1.46131
H -2.24327 -2.00152 5.21945
H 1.38685 0.84022 -2.14019
H 3.25269 1.54542 -1.93098
H 3.48377 -2.40853 0.98962
H -3.67399 -4.56065 2.09456
H -3.80275 -0.11574 -5.88869
H 5.97317 -1.40406 -0.46602
H -5.41625 1.29192 3.44388
H -2.12818 1.26587 1.94920
H 5.52469 1.69088 -2.68601
H -3.01714 1.06779 -0.97667
H 6.33441 0.95852 0.89122
H -1.80906 -0.45318 -4.47663
H -1.39666 -4.83164 -1.07923
H 0.21618 2.89278 -1.57879
H -6.05940 -0.11437 5.35826
H -1.66782 1.58476 -0.19164
H -1.73553 -3.45191 1.04837
H 0.61873 -4.11408 -5.52219
H -6.20533 -3.11530 -1.02272
H -6.27632 3.70266 -1.30086
H 3.82283 -0.09678 -2.20629
H 5.58234 -3.07442 -0.06869
H 4.78342 -1.48401 1.71067
H -4.44359 -1.77814 6.25053
H -0.02457 0.16541 -2.58014
H 5.88623 0.21472 2.42787
H 3.85218 1.63534 2.54873
H -6.25699 -1.93118 -2.90364
H 4.60310 -2.20096 -1.24883
H -1.47195 -1.44538 2.16155
H 5.48462 2.17188 -0.99632
H -6.01646 -0.84844 -5.09355
H 4.32729 2.48621 1.09033
H 0.17968 -3.47198 2.52006
H -2.12616 1.62390 -3.05604
H -0.14927 -2.18659 -4.18711
H 2.56146 -3.42376 -2.44734
H 0.07757 2.50808 -3.31105
H 2.72494 -5.35964 -1.26266
H -6.84584 1.41294 -0.54607
H -2.12286 3.07426 -2.03391
```

Output
Total charge: -1
Lowest unoccupied orbital energy in Ha: 0.0726
E in Ha: -6305.25652
Frontier orbital gap in Ha: 0.2505
Energy relative to the best compared isomer or geometry (same formula, charge and spin) in kJ/mol: 137.6
E_HOMO in Ha: -0.1779


2.
DFT (wB97M-V/def2-TZVPD) results for C7H18N3 as an isolated structure.

```
28
C7H18N3 (wB97M-V/def2-TZVPD)
N -0.40320 1.64014 -0.57663
N -0.43904 -1.02723 -1.06170
N 0.67728 0.11184 0.82198
C 0.62344 -1.29754 1.12224
C 1.98775 0.92685 0.71833
C -3.04023 0.72993 0.21147
C 2.77476 0.65098 -0.53312
C 0.32489 -1.94145 -0.29330
C -1.76738 0.24746 0.82901
C -0.42668 0.45385 0.16185
H -1.25350 2.16735 -0.67752
H 0.44324 2.27113 -0.62398
H -0.09348 -1.67000 1.93986
H 2.53208 0.59559 1.65129
H -3.79884 0.68201 1.00207
H -0.25262 -3.00870 -0.17602
H -1.56972 0.66243 1.74329
H 1.33679 -2.12135 -0.80973
H -3.03244 1.84517 -0.10584
H 3.45180 1.50362 -0.69238
H 3.55678 -0.27964 -0.47186
H 0.05926 -0.83246 -1.93874
H -1.96302 -0.86352 1.01643
H 1.62344 -1.64943 1.53435
H 1.75723 2.04366 0.83998
H -1.41910 -1.12857 -1.10903
H 2.24276 0.61259 -1.54300
H -3.42625 0.17269 -0.72369
```

Output
Total charge: +1
Lowest unoccupied orbital energy in Ha: -0.0919
E in Ha: -441.48979
Frontier orbital gap in Ha: 0.4041
Energy relative to the best compared isomer or geometry (same formula, charge and spin) in kJ/mol: 270.8
E_HOMO in Ha: -0.4960


3.
DFT (wB97M-V/def2-TZVPD) results for C22H26N4O as an isolated structure.

```
53
C22H26N4O (wB97M-V/def2-TZVPD)
O 1.28549 1.03869 0.46418
N 2.57980 -1.31346 -1.02389
N 5.78379 0.84869 1.47615
N -0.13237 0.81883 -1.19885
N -0.08645 1.65675 0.92155
C -3.23888 -0.83495 -0.80996
C -2.55150 -0.65048 1.42468
C 6.65271 -0.08272 -0.56496
C 2.20095 0.20021 -1.30817
C -2.70416 2.36909 1.03670
C 5.38604 -0.86860 -0.28296
C 6.84821 0.73744 0.65552
C -2.67129 3.58007 -0.83925
C 1.38053 -2.08212 -1.24241
C 2.95668 -1.20030 0.42892
C -3.83249 -4.11056 0.82436
C 4.39310 -0.48224 0.45313
C -2.22809 1.39492 0.04856
C -3.21957 3.83483 0.65682
C -2.59182 2.08502 -1.22870
C -2.81605 -1.84861 1.59172
C 4.66037 0.55842 1.31213
C -0.83969 1.52082 0.04183
C -3.30603 -2.69520 0.54798
C -2.69845 -0.17511 0.05918
C -3.64165 -2.19767 -0.52260
C 1.13539 0.88325 -0.64576
H -3.01031 -2.33413 2.64143
H 5.27571 -1.70013 -1.34121
H -2.82125 4.62317 1.34409
H -4.10783 3.74877 0.70266
H 3.19818 -2.49457 0.42259
H 2.41362 -0.88199 1.06592
H -3.30469 -0.28203 -1.93818
H 3.13277 0.75866 -1.22294
H -2.18666 0.03013 2.18571
H -3.75368 -4.62970 -0.23681
H -1.61898 3.94548 -0.96641
H -3.15652 4.14071 -1.52573
H -2.08921 1.73889 -2.04636
H -3.60968 1.96810 1.72991
H 3.75908 0.66271 2.13756
H 1.16613 -1.75955 -2.40290
H 7.50108 -0.36759 -1.01859
H -4.74315 -4.08827 0.94160
H 2.08127 0.47532 -2.46253
H -3.26723 -4.54357 1.46835
H -3.93401 -2.61423 -1.66002
H 0.54578 -1.82403 -0.51743
H -1.92943 2.49972 2.19984
H -3.67217 1.78305 -1.34186
H 7.71938 1.22508 0.88514
H 1.70723 -3.06501 -1.31970
```

Output
Total charge: 0
Lowest unoccupied orbital energy in Ha: 0.0232
E in Ha: -1147.43412
Frontier orbital gap in Ha: 0.3431
Energy relative to the best compared isomer or geometry (same formula, charge and spin) in kJ/mol: 2149.2
E_HOMO in Ha: -0.3199


4.
DFT (wB97M-V/def2-TZVPD) results for an isolated ion of composition C5H8FIN3O2 and charge +1.

```
20
C5H8FIN3O2 (wB97M-V/def2-TZVPD)
I -0.79173 -3.53706 -1.87428
F 0.76481 1.51726 3.19184
O -0.17431 -0.46212 3.52719
O 0.32625 -1.57591 -0.06269
N 0.81463 0.60368 -0.62356
N -0.70761 -0.51232 -1.90371
N -0.73445 1.81421 -1.91434
C -0.22551 0.66014 -1.49471
C -0.75753 -1.64016 -0.91860
C 1.33861 -0.22990 1.68192
C 0.40048 -0.30280 0.50300
C 0.57141 0.23183 2.89151
H 1.80928 -1.17270 1.90390
H -1.72102 1.91042 -2.06590
H -0.17127 2.62990 -2.06799
H -1.68148 -1.56022 -0.35837
H -1.59551 -0.40530 -2.38244
H -0.61419 -0.01203 0.78559
H 1.05796 1.52556 -0.28472
H 2.09120 0.51751 1.46633
```

Output
SMILES string: NC1=[NH+][C@H](CC(=O)F)O[C@H](I)N1
Total charge: +1
Lowest unoccupied orbital energy in Ha: -0.1474
E in Ha: -907.38753
Frontier orbital gap in Ha: 0.3460
E_HOMO in Ha: -0.4934


5.
DFT (wB97M-V/def2-TZVPD) results for a 2-piece molecular cluster, C2H3ClFN overall.

```
8
C2H3ClFN (wB97M-V/def2-TZVPD)
Cl 2.88606 -0.12409 -0.40684
F -0.78209 -1.92430 0.70031
N 0.79500 0.97230 0.97632
C 0.10929 -1.68712 -0.29486
C 1.32115 0.15330 0.24503
H 1.35121 1.70995 1.37997
H 0.80880 -2.50350 -0.50434
H -0.47171 -1.42486 -1.21408
```

Output
Total charge: 0
Lowest unoccupied orbital energy in Ha: 0.0146
E in Ha: -692.70305
Frontier orbital gap in Ha: 0.3507
Energy relative to the best compared isomer or geometry (same formula, charge and spin) in kJ/mol: 222.2
E_HOMO in Ha: -0.3361


6.
DFT (wB97M-V/def2-TZVPD) results for a 2-piece molecular cluster, C4H7NO overall.

```
13
C4H7NO (wB97M-V/def2-TZVPD)
O 0.90403 0.10986 1.70894
N -1.33197 -1.76515 -0.12700
C 0.51769 -1.16579 -1.55774
C -0.05782 0.22071 0.75344
C -0.41375 1.64014 0.44988
C -0.90847 -0.83334 0.48037
H 1.08142 -1.39388 -2.46430
H 0.48978 2.19493 0.18085
H 1.06310 -0.82452 1.90253
H -1.12876 1.69503 -0.37410
H 0.90272 -1.56171 -0.64066
H -0.26500 -0.43980 -1.64358
H -0.85298 2.12351 1.33138
```

Output
Total charge: 0
Lowest unoccupied orbital energy (spin up / spin down) in Ha: -0.0117 / 0.0125
E in Ha: -286.44249
Frontier orbital gap (spin up / spin down) in Ha: 0.2988 / 0.3122
Energy relative to the best compared isomer or geometry (same formula, charge and spin) in kJ/mol: 496.6
E_HOMO (spin up / spin down) in Ha: -0.3105 / -0.2997


> Which of these has the lowest total charge?

C47H50AsCl3N3NaO4Sb